Record 1
DFT (ωB97M-V/def2-TZVPD) results for a molecular structure, C34H37BN10ORe.

```
84
C34H37BN10ORe, DFT ωB97M-V/def2-TZVPD
Re -0.99332 -0.22839 0.32162
C -0.97420 -1.00671 3.90313
C 0.30273 -0.78000 3.16405
C 1.57833 -0.82613 3.69851
C 2.45154 -0.71414 2.62100
C 3.93992 -0.78149 2.62287
N 1.72364 -0.57652 1.50823
N 0.38580 -0.57540 1.83133
B 2.15881 -0.88119 0.04270
N 1.71208 0.27017 -0.86963
N 0.45124 0.78520 -0.79131
C 0.44012 1.92005 -1.50459
C -0.64675 2.94141 -1.55981
C 1.68795 2.07506 -2.12064
C 2.47104 1.03136 -1.68182
C 3.90154 0.73856 -1.98389
N 1.48422 -2.20571 -0.36186
N 0.07560 -2.22729 -0.10167
C -0.37036 -3.48759 -2.24916
C -1.29002 -4.69579 -1.96690
C 1.10110 -3.80773 -2.12631
C 1.92460 -3.12744 -1.30374
C 3.40699 -3.35033 -1.33571
H -1.19235 -0.18768 4.59160
H -0.87960 -1.91233 4.50197
H -1.82612 -1.13744 3.24129
H 1.84502 -0.97344 4.73324
H 4.30407 -0.81110 3.64739
H 4.37049 0.08697 2.12308
H 4.29574 -1.67404 2.10623
H 3.34138 -0.98547 -0.01096
H -1.40361 2.78057 -0.80544
H -1.11082 2.97627 -2.54794
H -0.20179 3.91904 -1.37289
H 1.98681 2.88564 -2.76651
H 4.29964 1.51918 -2.62822
H 4.01632 -0.21449 -2.50198
H 4.50630 0.70113 -1.07735
H -1.08350 -5.08563 -0.96926
H -1.07743 -5.48929 -2.68439
H -2.34554 -4.42668 -2.04120
H 1.49639 -4.58760 -2.76455
H 3.64522 -4.17373 -2.00394
H 3.78418 -3.57835 -0.33759
H 3.92612 -2.45998 -1.69080
C -3.89935 1.27785 2.97518
C -3.34484 2.18609 3.86395
C -2.01827 2.53704 3.70143
C -1.25274 1.98686 2.67681
N -1.80219 1.11368 1.80600
C -3.10288 0.78978 1.96750
C 0.17624 2.39438 2.57918
C 0.94360 2.47842 3.73614
C 2.25557 2.91292 3.63074
C 2.74340 3.25066 2.38129
C 1.89589 3.13530 1.28714
N 0.63683 2.71638 1.37474
H -4.93147 0.96490 3.04300
H -3.93638 2.62037 4.65964
H -1.55975 3.26502 4.35529
H -3.51979 0.11074 1.23227
H 0.53375 2.19588 4.69747
H 2.87983 2.98879 4.51127
H 3.75581 3.60898 2.24973
H 2.24130 3.39919 0.29243
O -2.47869 0.80323 -0.67813
C -3.05292 0.91397 -1.82496
C -3.96634 1.98088 -2.04646
C -4.57369 2.13724 -3.25449
C -4.32978 1.23926 -4.32919
C -3.47419 0.20148 -4.16027
C -2.80010 0.00060 -2.91786
C -1.91311 -1.06161 -2.70770
N -1.33739 -1.32493 -1.48596
C -0.63117 -2.37039 -1.31615
C -0.67144 -2.91177 -3.60060
N -1.44640 -1.85799 -3.73354
H -4.14895 2.66282 -1.22640
H -5.26277 2.95884 -3.40246
H -4.84264 1.37508 -5.27148
H -3.34352 -0.49958 -4.97775
H -0.11307 -2.95085 0.59239
H -0.27299 -3.35247 -4.50532
H -1.65493 -1.53857 -4.67309
```

Its expectation value of S² is 0.80. For the energy relative to the best compared isomer or geometry (same formula, charge and spin), the calculation gives 124.5 kcal per mole. As for the spin multiplicity: 2. As for the net charge: +2.

Atom charges from the Löwdin analysis, given in e for atoms 1 to 5: 1.543 -0.004 -0.311 0.035 -0.245

Record 2
DFT (ωB97M-V/def2-TZVPD) results for a molecular structure, C34H37CoN6OSSb2.

```
82
C34H37CoN6OSSb2, DFT ωB97M-V/def2-TZVPD
Co -0.08514 -0.66635 1.03595
O 0.59500 2.58546 3.26916
C 0.64847 1.54964 2.61593
N -0.35139 0.93453 1.98414
C -1.67444 1.46889 2.15717
C -2.61975 0.70525 1.28383
C -3.97535 1.01673 1.24505
C -4.81182 0.31028 0.40736
C -4.27101 -0.69528 -0.38542
C -2.92246 -0.95396 -0.28601
N -2.10347 -0.28107 0.53556
C 1.91976 0.75242 2.50623
C 3.07382 1.13204 3.16566
C 4.16930 0.28517 3.12180
C 4.06516 -0.91222 2.42780
C 2.87778 -1.20645 1.78333
N 1.82717 -0.38738 1.81240
H -1.71248 2.53633 1.91197
H -2.00482 1.39175 3.20186
H -4.35067 1.81489 1.87153
H -5.86793 0.54070 0.36316
H -4.88131 -1.26274 -1.07306
H -2.46899 -1.71660 -0.90239
H 3.06917 2.06806 3.70652
H 5.08862 0.54779 3.62799
H 4.89057 -1.60794 2.37750
H 2.75751 -2.12318 1.21834
N -1.55618 -4.01302 2.94782
C -1.50899 -3.31950 4.15095
C -1.96221 -3.63353 5.42772
C -1.74342 -2.68515 6.40513
C -1.09695 -1.46810 6.12524
C -0.64820 -1.16265 4.85855
C -0.86299 -2.11320 3.86009
N -0.52832 -2.09779 2.51507
C -0.96185 -3.22550 2.01990
C -0.78726 -3.47279 0.59401
C -1.15368 -4.53262 -0.16976
S -0.74348 -4.24217 -1.80188
C -0.10740 -2.72277 -1.37247
N -0.18890 -2.43885 -0.10550
H -1.96377 -4.91942 2.79772
H -2.46179 -4.56760 5.64591
H -2.07823 -2.88137 7.41443
H -0.94966 -0.75582 6.92538
H -0.15599 -0.22457 4.63844
H -1.62586 -5.45213 0.13391
H 0.32373 -2.05778 -2.10587
C 2.49233 -1.21239 -3.45566
Sb 2.38358 0.01626 -1.68803
C 4.46129 -0.23435 -1.17970
C 2.74203 1.94012 -2.68059
C 1.93503 2.17601 -3.91872
C 2.43792 1.73067 -5.14345
C 1.73253 1.88392 -6.32360
C 0.48809 2.49905 -6.29648
C -0.01635 2.95955 -5.09281
C 0.68544 2.81385 -3.89439
C 0.07172 3.30978 -2.62217
Sb -0.89680 1.70333 -1.52467
C -2.08724 2.99602 -0.28150
C -2.45649 1.45487 -2.98805
H 3.43878 -1.05621 -3.96987
H 1.67794 -0.96797 -4.13817
H 2.42312 -2.26225 -3.16585
H 5.06522 0.01610 -2.05077
H 4.67099 -1.26158 -0.88286
H 4.72175 0.42901 -0.35555
H 3.80758 1.92042 -2.90766
H 2.56472 2.69370 -1.91526
H 3.42175 1.27546 -5.16626
H 2.15561 1.54013 -7.25812
H -0.07903 2.63006 -7.20848
H -0.97790 3.45930 -5.07331
H -0.71208 4.04106 -2.81779
H 0.80633 3.76123 -1.95625
H -2.41699 3.84988 -0.87234
H -1.51560 3.34722 0.57635
H -2.96248 2.45122 0.07375
H -2.82010 2.43820 -3.28589
H -3.28074 0.88597 -2.55745
H -2.08186 0.93195 -3.86655
```

Its expectation value of S² is 0.78. For the energy relative to the best compared isomer or geometry (same formula, charge and spin), the calculation gives 36.3 kcal per mole. As for the spin multiplicity: 2. As for the net charge: +1.

Atom charges from the Löwdin analysis, given in e for atoms 1 to 5: 0.454 0.057 -0.507 -0.041 -0.166

Record 3
DFT (ωB97M-V/def2-TZVPD) results for 4 unconnected molecules or ions with the total composition C34H37F9NO8S at a distorted geometry.

```
90
C34H37F9NO8S, DFT ωB97M-V/def2-TZVPD
C 6.13906 -3.82141 -0.28230
C 6.31396 -2.38091 0.22011
O 6.26050 -1.47301 -0.89156
C 6.10408 -0.17864 -0.50818
O 6.74261 0.29458 0.36133
C 5.05584 0.57623 -1.28528
C 3.79111 -0.32974 -1.41536
C 2.52519 0.57208 -1.51699
C 1.60629 0.20086 -2.68296
C 2.16366 0.24495 -4.07431
N 1.37983 -0.42214 -4.82063
C 0.65318 -1.49091 -4.08237
C 0.62424 -1.02582 -2.60927
C 0.84214 -2.06248 -1.51704
C -0.47252 -2.84314 -1.24707
C -0.83701 -2.99381 0.26028
C -2.19853 -2.31113 0.53455
C -2.14613 -1.14588 1.54179
F -3.40619 -0.89388 1.86889
F -1.45740 -1.56403 2.58414
C -1.46885 0.07186 0.87914
F -0.17538 -0.14065 0.81452
F -1.85475 0.22070 -0.36264
S -1.72476 1.74075 1.73611
F -3.22181 1.72850 1.27724
F -1.30742 2.47071 0.38356
F -0.19983 1.80844 2.16267
F -2.04245 1.07117 3.11695
F -1.96066 3.13723 2.38326
H 5.87492 -3.77195 -1.33821
H 7.09503 -4.33451 -0.21750
H 5.37854 -4.36865 0.26491
H 5.55221 -2.16250 0.97303
H 7.27137 -2.28811 0.73013
H 5.42783 0.83829 -2.27352
H 4.75616 1.46521 -0.74356
H 3.67677 -0.93801 -0.52373
H 3.89928 -0.94278 -2.30990
H 2.77813 1.62748 -1.59522
H 1.93753 0.46897 -0.60676
H 0.91203 1.05413 -2.71317
H 2.97159 0.88600 -4.39990
H 1.37141 -0.41884 -5.83664
H 1.09033 -2.45885 -4.31094
H -0.36068 -1.46839 -4.48700
H -0.35692 -0.56188 -2.53154
H 1.56502 -2.78301 -1.91498
H 1.29150 -1.63928 -0.62434
H -1.26363 -2.35669 -1.81652
H -0.38793 -3.84409 -1.66744
H -0.91740 -4.05312 0.48094
H -0.03385 -2.62264 0.88961
H -2.73315 -2.01588 -0.36194
H -2.83323 -3.04201 1.03543
C -6.40468 0.53962 3.35456
C -6.37250 1.11980 2.15888
C -7.61402 1.47082 1.43704
O -7.55164 1.99298 0.34213
C -8.90517 1.15623 2.09067
C -8.94404 0.57730 3.28903
C -7.69675 0.22372 4.01684
O -7.73067 -0.30289 5.10675
H -5.50578 0.27275 3.89654
H -5.44521 1.35834 1.65809
H -9.80092 1.42133 1.54353
H -9.87507 0.33767 3.78647
C 6.31454 0.34022 4.18782
C 6.27353 1.34070 3.31172
C 6.36731 2.75376 3.75496
O 6.32622 3.66623 2.95658
C 6.51077 3.00767 5.20987
C 6.55195 2.00602 6.08500
C 6.45767 0.59245 5.64265
O 6.49614 -0.32127 6.43847
H 6.24726 -0.69756 3.88532
H 6.17110 1.17396 2.24785
H 6.57839 4.04485 5.51279
H 6.65524 2.17073 7.14993
C -5.17709 0.66509 -2.87520
C -6.19469 1.49558 -2.65690
C -6.49854 2.60180 -3.60065
O -7.41904 3.36208 -3.40673
C -5.62444 2.73915 -4.79503
C -4.60789 1.90704 -5.00771
C -4.30501 0.80531 -4.06340
O -3.37239 0.04578 -4.25681
H -4.93818 -0.14539 -2.19768
H -6.83656 1.40549 -1.78979
H -5.86100 3.54956 -5.47279
H -3.95965 1.99372 -5.87061
```

As for the net charge: +1.

Atom charges from the Löwdin analysis, given in e for atoms 1 to 5: -0.049 -0.217 -0.025 -0.506 0.151

Record 4
DFT (ωB97M-V/def2-TZVPD) results for a molecular structure, C34H37FeN2O5P2S at a distorted geometry.

```
82
C34H37FeN2O5P2S, DFT ωB97M-V/def2-TZVPD
Fe 0.61836 0.27275 -1.82612
O 1.45681 -0.89803 -5.63604
C 1.19696 -0.28792 -4.50324
O 0.94284 -0.87905 -3.46620
C 1.17770 1.21578 -4.60971
O 1.05663 1.81163 -3.33323
C 2.28773 2.40627 -2.84856
C 3.17896 1.34436 -2.19027
O 4.38235 1.43818 -2.28687
O 2.52514 0.43605 -1.54425
H 1.43281 -1.86064 -5.49716
H 0.30365 1.47653 -5.20965
H 2.06168 1.56612 -5.14466
H 1.98329 3.14005 -2.10360
H 2.79932 2.91531 -3.66394
C -0.58037 0.58437 5.71267
S 0.37727 -0.92605 5.46486
C -0.74341 -1.88416 4.40605
C -0.39718 -1.84417 2.92034
C -0.49579 -0.43707 2.36634
N -0.11274 -0.32514 0.95769
P -0.25182 1.08435 0.01343
C -1.94466 1.01744 -0.78855
C -2.67345 2.30502 -1.29205
C -4.16635 2.31022 -1.21746
C -4.84157 1.25572 -0.77000
C -4.15987 0.05734 -0.27742
C -2.83194 -0.06413 -0.26198
C -0.02431 2.54072 1.03650
C -1.02616 3.03640 1.87467
C -0.77642 4.14247 2.66844
C 0.47358 4.75127 2.63451
C 1.47447 4.25859 1.81091
C 1.22704 3.15303 1.00966
P 0.65268 -1.34518 -0.23780
C 2.29590 -1.77000 0.36465
C 2.84763 -1.10682 1.45360
C 4.14505 -1.39333 1.85438
C 4.89420 -2.33025 1.16109
C 4.34789 -2.98986 0.06748
C 3.05185 -2.71322 -0.32974
C -0.20994 -2.92704 -0.38733
C 0.11833 -4.05358 0.36761
C -0.60158 -5.22628 0.21284
C -1.65082 -5.28446 -0.69613
C -1.97312 -4.17508 -1.46377
C -1.24819 -3.00214 -1.31630
H -0.03891 1.18093 6.44467
H -1.56250 0.35077 6.12135
H -0.68823 1.16966 4.79955
H -1.76127 -1.52825 4.58134
H -0.70715 -2.91404 4.75962
H -1.06022 -2.52071 2.37456
H 0.62560 -2.20933 2.78619
H 0.15020 0.21623 2.96112
H -1.52438 -0.06788 2.46924
H -2.24963 3.24973 -0.94178
H -4.68525 3.20280 -1.54547
H -5.92278 1.27913 -0.73492
H -4.77233 -0.74703 0.11073
H -2.37000 -0.95039 0.14823
H -2.00340 2.56349 1.89831
H -1.55193 4.53178 3.31461
H 0.66642 5.61437 3.25783
H 2.44714 4.73132 1.79414
H 2.00944 2.74287 0.38113
H 2.27374 -0.36438 1.99390
H 4.56920 -0.88028 2.70710
H 5.90813 -2.54680 1.47013
H 4.93597 -3.71537 -0.47836
H 2.63196 -3.22496 -1.18815
H 0.94237 -4.01429 1.06859
H -0.34263 -6.09854 0.79807
H -2.21035 -6.20318 -0.81356
H -2.78126 -4.22640 -2.18130
H -1.48239 -2.13772 -1.93079
C -2.12309 2.40929 -3.99966
C -2.08308 1.83793 -2.63327
N -1.46401 0.79474 -2.20803
H -3.02643 2.99707 -4.15039
H -2.08906 1.61711 -4.74658
H -1.26028 3.06399 -4.14386
```

As for the net charge: +1.

Atom charges from the Löwdin analysis, given in e for atoms 1 to 5: 0.251 0.189 -0.431 0.064 -0.065

Record 5
DFT (ωB97M-V/def2-TZVPD) results for a molecular structure, C34H37MoN5S.

```
78
C34H37MoN5S, DFT ωB97M-V/def2-TZVPD
Mo 0.37920 -0.28243 -0.09294
C 2.49761 1.75907 -0.95064
N 1.05087 1.57802 -1.21241
C 0.88372 1.53833 -2.68133
C 0.26367 2.67193 -0.61592
C 0.61122 3.98379 -0.88152
C -0.03855 5.04278 -0.26376
C -1.03292 4.75547 0.65415
C -1.41421 3.44925 0.90860
C -0.81014 2.36084 0.25691
N -1.12237 1.02515 0.42120
C -2.18241 0.48924 1.12927
C -3.38498 1.15020 1.43426
C -4.40023 0.53259 2.14495
C -4.27769 -0.78073 2.56070
C -3.14065 -1.48440 2.19296
C -2.12407 -0.88620 1.46921
N -1.00235 -1.70965 0.99451
C -1.49340 -2.80635 0.12826
C -0.26275 -2.32902 2.11624
H 2.88733 2.62204 -1.49782
H 2.65943 1.89608 0.11584
H 3.00822 0.85716 -1.28740
H 1.30536 2.44094 -3.13660
H 1.40149 0.65804 -3.06353
H -0.17028 1.47868 -2.93505
H 1.42204 4.18555 -1.56865
H 0.24974 6.06229 -0.47529
H -1.52115 5.55600 1.19417
H -2.15121 3.27515 1.67362
H -3.54712 2.15195 1.07247
H -5.30049 1.09086 2.36462
H -5.06136 -1.26263 3.12722
H -3.05180 -2.52879 2.46144
H -2.08523 -3.52193 0.70635
H -2.11260 -2.39440 -0.66507
H -0.62574 -3.30589 -0.30406
H -0.89165 -3.06276 2.63034
H 0.61677 -2.82438 1.70607
H 0.05123 -1.55893 2.81647
C -2.70682 0.58348 -2.01897
C -1.92979 -0.50083 -2.70586
C -2.54085 -0.97767 -3.89694
C -1.95659 -1.97178 -4.60507
C -0.73896 -2.52654 -4.15501
C -0.12929 -3.56623 -4.88360
C 1.05120 -4.09060 -4.43110
C 1.63064 -3.59123 -3.26991
C 1.06874 -2.56746 -2.51972
S 1.88370 -2.03099 -1.10574
C -0.16553 -2.01129 -2.96819
N -0.77744 -0.98997 -2.24437
H -3.52720 0.89061 -2.66543
H -2.09963 1.45508 -1.79251
H -3.13592 0.23327 -1.08234
H -3.47525 -0.53365 -4.20790
H -2.40500 -2.35520 -5.51296
H -0.60865 -3.92647 -5.78369
H 1.54130 -4.89171 -4.96864
H 2.56662 -4.00978 -2.92231
C 0.43157 1.45135 3.42118
C 1.81615 0.88192 3.41871
C 2.64962 1.07247 4.51180
C 3.94774 0.58929 4.51135
C 4.43287 -0.09257 3.40888
C 3.63615 -0.31928 2.29250
C 4.18796 -1.07365 1.12605
C 2.31621 0.16818 2.31029
N 1.45192 -0.05626 1.23949
H 0.16634 1.80549 4.41703
H -0.31163 0.72056 3.10008
H 0.35778 2.29121 2.72880
H 2.27026 1.61195 5.37083
H 4.58426 0.75000 5.37144
H 5.45223 -0.45726 3.40107
H 5.27208 -1.14900 1.19965
H 3.93170 -0.60326 0.18205
H 3.77899 -2.08509 1.08124
```

For the energy relative to the best compared isomer or geometry (same formula, charge and spin), the calculation gives 0.0 kcal per mole. As for the net charge: 0.

Atom charges from the Löwdin analysis, given in e for atoms 1 to 5: 1.326 -0.087 -0.296 -0.066 -0.194

For each record above, in turn, the calculated calculated total energy values are -55601.09571, -108380.08680, -89008.42246, -112870.93835, -56002.38700 eV.